Entry 1:
{"formula": "C10H17NO5", "method": "ωB97M-V with the def2-TZVPD basis set", "homo_lumo_gap_ev": 7.019, "homo_energy_ev": -7.26, "charge": 0, "lumo_ev": -0.24, "species": ["C", "H", "H", "H", "H", "H", "O", "H", "H", "O", "C", "C", "C", "H", "H", "H", "H", "C", "H", "O", "C", "O", "C", "H", "O", "H", "C", "H", "N", "C", "H", "C", "H"], "positions_angstrom": [[0.78068, -0.87630, 0.77951], [2.90136, -1.26538, 0.27570], [0.96284, -0.76014, -1.37185], [-1.91386, 1.45923, -0.58103], [0.51878, 2.76033, 2.02524], [-1.81307, -1.19173, 0.95275], [1.59627, -3.60883, -0.16321], [-3.01937, -0.54264, -0.09214], [-2.30821, -2.11559, -0.48458], [2.18033, 3.33914, 0.16431], [-0.27947, 1.21828, 0.81558], [-2.11717, -1.11971, -0.10466], [0.83373, 3.30995, 0.00118], [-1.69332, -1.57354, -2.64124], [-0.94678, 3.24949, 1.21445], [0.10549, -1.26578, 1.52725], [-0.34190, 1.45137, -1.34603], [1.91978, -3.09225, 0.93510], [-0.72876, -0.11360, -2.94894], [0.21927, 3.77147, -0.95655], [2.12765, -1.59346, 1.00000], [0.95782, 0.51067, 1.00451], [0.21358, -1.14450, -0.66198], [2.49459, -1.31628, 1.97750], [1.81742, -3.64538, 2.03791], [0.11527, -2.19612, -0.80326], [-1.50048, -0.54369, -2.29824], [-0.97092, 0.89040, 1.55588], [-1.06362, -0.43737, -0.91600], [-0.93741, 0.99445, -0.53611], [2.36427, 2.79494, 0.95686], [-0.01721, 2.67809, 1.08991], [-2.45757, -0.02549, -2.40780]], "forces_ev_per_a": [[0.7, -0.8, -1.0], [-0.6, 0.0, 0.0], [-0.3, -0.1, 0.1], [-0.3, 0.0, 0.1], [0.0, -0.3, 0.5], [0.1, -0.1, -0.6], [0.5, 0.6, -0.8], [-0.5, 0.4, -0.4], [0.2, -0.1, -0.1], [-1.2, -0.4, 0.1], [0.7, -0.4, 0.1], [0.1, -0.1, 1.4], [-1.7, 0.9, -1.2], [0.4, 0.2, 0.6], [0.3, -0.2, -0.4], [-0.4, -0.2, 0.4], [-0.1, -0.1, 0.4], [-1.9, -1.2, 0.5], [-0.3, 0.0, 0.1], [2.0, -0.5, 1.0], [0.5, 1.1, -1.0], [-0.9, 1.0, -0.8], [2.0, 1.0, 0.8], [-0.1, 0.1, 0.3], [0.6, -0.1, 0.7], [-0.1, -0.9, -0.1], [-0.2, 0.0, -1.8], [-0.7, -0.5, 0.9], [-1.0, -0.9, 1.4], [1.0, 0.6, -1.0], [0.2, 0.3, -0.5], [0.6, 0.5, 0.2], [0.3, 0.2, 0.0]]}

Entry 2:
{"formula": "C10H17NP", "method": "ωB97M-V with the def2-TZVPD basis set", "homo_lumo_gap_ev": 6.987, "homo_energy_ev": -12.27, "charge": 1, "lumo_ev": -5.28, "species": ["H", "C", "H", "H", "H", "H", "C", "H", "H", "H", "C", "H", "C", "C", "H", "C", "H", "N", "H", "C", "C", "C", "C", "H", "H", "P", "H", "H", "H"], "positions_angstrom": [[0.92541, 1.01886, -3.30795], [-1.94688, 0.44792, 0.83358], [-5.76950, 1.39293, 1.03159], [0.42608, -1.14438, -2.26446], [-3.45058, 1.70045, -0.86670], [2.42178, -2.56642, 2.04178], [1.23137, 0.98713, -2.35689], [0.48789, 1.33331, -1.69120], [-4.26752, 1.98703, 2.83162], [1.89797, 0.18066, -0.08115], [1.82832, -1.93711, 0.10550], [2.06700, 1.70094, -2.24136], [-2.55372, 1.32679, 1.80297], [-4.77393, 1.25221, 0.83637], [-1.97447, 1.68014, 2.62795], [-3.89869, 1.53463, 1.84252], [2.73472, -2.16028, -0.33257], [1.34339, -0.61691, -0.41617], [1.03566, -2.68911, -0.26936], [-0.61461, 0.42291, 0.55943], [2.04812, -1.70486, 1.61035], [1.40146, -0.54830, -1.98500], [-0.16478, -0.60474, -0.22183], [-2.52713, -0.40283, 0.46780], [0.18285, 1.13036, 0.96853], [-4.60441, 1.00059, -0.82569], [1.11401, -1.50725, 1.98624], [2.39356, -0.81202, -2.24194], [2.67438, -0.85164, 1.71956]], "forces_ev_per_a": [[-1.3, 0.4, -3.6], [-1.3, 0.8, 1.6], [-2.7, -0.5, 1.1], [2.5, 0.9, 0.0], [1.9, 0.4, -0.4], [1.0, -1.5, 1.1], [1.5, -1.5, 3.2], [-1.2, 0.7, 0.3], [0.3, -0.6, -1.7], [-0.2, -0.2, 0.3], [-2.2, 0.2, 0.6], [0.2, -1.0, 0.1], [0.0, -1.5, -1.1], [-0.1, -0.1, -2.0], [0.6, 0.3, 0.1], [0.9, 1.5, 3.1], [1.9, -0.4, -1.3], [-1.2, -0.4, -2.3], [1.3, 1.1, 1.1], [3.2, 0.8, 0.2], [-0.3, -0.2, -2.8], [-1.8, 1.9, 1.2], [0.2, -0.6, 0.2], [-0.1, 0.4, -0.3], [-1.6, -0.3, -0.2], [-0.9, -0.3, 0.2], [-2.2, 0.6, 1.5], [0.6, -1.2, -0.6], [0.8, 0.5, 0.4]]}

Entry 3:
{"formula": "C10H17NV", "method": "ωB97M-V with the def2-TZVPD basis set", "homo_lumo_gap_ev": [6.498, 7.479], "s2": 3.769, "homo_energy_ev": [-6.26, -7.40], "spin_multiplicity": 4, "charge": 0, "lumo_ev": [0.23, 0.08], "species": ["C", "H", "C", "H", "H", "H", "C", "C", "C", "H", "H", "H", "C", "H", "H", "H", "C", "H", "H", "C", "H", "N", "H", "H", "C", "V", "H", "H", "C"], "positions_angstrom": [[0.02110, 0.00662, -2.63017], [2.85160, -0.81990, 1.97301], [0.77426, -0.41146, 2.35881], [3.83742, -1.28474, -0.22569], [0.69705, -2.87681, 0.04835], [-0.77088, -0.79525, -0.45347], [3.05876, -0.52454, -0.38356], [1.54090, -2.38949, -0.44537], [-1.16630, 1.02363, 2.31778], [1.52190, -0.99507, 4.29691], [1.32030, -2.30430, -1.51676], [2.96888, -0.31435, -1.45776], [-1.19327, 1.01582, 3.72507], [1.81980, -2.24610, 1.91365], [-1.95993, 1.57374, 4.26348], [-0.77795, -0.05748, -1.78041], [-0.23174, 0.29141, 4.44881], [1.01719, 0.27269, -2.24874], [-0.30265, 0.79865, -3.32327], [-0.17815, 0.31101, 1.65220], [-1.91539, 1.58108, 1.74839], [1.76762, -1.04495, 0.13751], [0.05929, -0.96788, -3.13634], [3.33245, 0.39821, 0.13844], [1.85695, -1.17427, 1.65536], [0.32494, 0.23710, -0.43755], [-0.24598, 0.28408, 5.54080], [2.45261, -2.98691, -0.30448], [0.75581, -0.42792, 3.76918]], "forces_ev_per_a": [[-1.3, 0.5, -0.9], [-0.3, -0.1, -0.1], [-0.4, 0.2, 1.6], [0.1, 0.3, -0.1], [0.1, 0.2, -0.1], [-2.0, -1.7, 0.0], [-0.2, -0.2, 0.1], [0.1, 0.1, 0.0], [0.1, -0.2, 1.4], [-0.2, 0.1, 0.2], [0.1, 0.0, 0.3], [0.1, -0.1, 0.2], [0.0, -0.1, -0.3], [0.0, 0.3, -0.1], [0.2, -0.1, -0.1], [0.3, -0.7, -1.7], [0.1, -0.1, -0.2], [0.4, 0.0, -0.4], [0.4, -0.3, 0.1], [0.9, 0.4, -1.9], [0.2, -0.1, 0.3], [1.5, -1.1, 0.9], [-0.1, 0.4, 0.2], [-0.1, -0.1, -0.1], [0.4, -0.2, -0.5], [0.2, 2.6, 2.4], [-0.1, 0.0, -0.3], [-0.2, -0.1, -0.1], [-0.3, 0.1, -0.5]]}

Entry 4:
{"formula": "C10H17O2PS", "method": "ωB97M-V with the def2-TZVPD basis set", "homo_lumo_gap_ev": 9.106, "homo_energy_ev": -8.52, "charge": 0, "lumo_ev": 0.58, "species": ["H", "C", "H", "H", "O", "C", "H", "C", "P", "C", "C", "H", "H", "H", "C", "H", "H", "H", "H", "O", "H", "H", "H", "C", "H", "C", "H", "H", "C", "S", "C"], "positions_angstrom": [[-2.35577, 0.48237, 1.06713], [0.13136, -0.46812, -0.73675], [-2.40970, 1.22730, -0.70074], [2.63923, 1.58921, 0.71948], [2.37742, 2.47148, 2.47101], [-1.81635, 0.71729, 0.13306], [1.87103, 3.22818, 2.11073], [0.65739, -1.52198, -1.82833], [-0.27648, 1.76142, 0.29652], [0.75973, -0.79051, 0.65666], [2.18992, 1.29438, 1.64871], [2.63052, 0.36240, 2.13939], [-2.27756, -0.20381, -2.40654], [-3.35398, -0.76311, -1.17945], [0.44456, 0.97773, -1.14874], [1.45815, 1.12147, -1.47249], [-0.28725, -1.65467, 2.29160], [-2.35159, -2.04506, -1.82266], [-0.15109, 1.22544, -2.02156], [-1.36152, -1.75873, 0.52682], [0.09446, -2.51725, -1.92205], [1.69411, -1.97550, -1.61661], [0.34213, 0.79428, 2.60021], [-0.13937, -1.83613, 1.21567], [0.58878, -1.05692, -2.71176], [-2.30886, -0.98174, -1.49369], [1.75130, -0.92108, 0.72843], [0.21415, -2.78484, 0.94454], [-1.30750, -0.66682, -0.38233], [-0.16773, 3.72775, 0.36893], [0.72053, 0.96558, 1.52481]], "forces_ev_per_a": [[-0.1, 0.8, -0.5], [2.8, -2.5, -0.8], [0.5, -0.6, 1.6], [0.4, -0.8, -0.8], [0.0, -0.6, 0.4], [0.3, 0.6, 0.3], [0.1, -0.7, -0.1], [0.4, -3.2, 4.1], [0.1, 1.2, 0.3], [-3.7, 4.5, 0.2], [-0.5, 0.9, 1.2], [0.1, 1.7, -0.5], [0.6, -1.9, 1.7], [0.7, -0.3, 0.4], [-1.1, -1.3, -0.4], [0.6, 0.3, 0.5], [0.0, -0.6, -0.2], [0.5, 0.8, 0.0], [-0.3, 0.2, -0.2], [-0.9, 1.2, -0.3], [0.1, 1.6, 0.4], [-1.1, 1.5, -0.3], [0.1, 0.5, -1.9], [-0.2, 1.2, 0.9], [0.2, 1.5, -3.6], [-1.2, 0.8, -2.2], [3.5, -0.9, -0.2], [1.0, -1.6, 0.4], [-2.0, 0.6, -1.3], [-0.5, -0.5, 0.0], [-0.4, -4.5, 0.8]]}

Table of ΔE to the lowest compared entry with this formula, charge and spin (kcal per mole), in record order: 5.0; 132.9; 18.0; 35.5